No. 1
The following is a quantum chemistry calculation of C36H27N2O3P2RhS2 as an isolated structure, from the Open Molecules 2025 dataset.

CARTESIAN COORDINATES (ANGSTROEM)
Rh 0.0695 0.2389 0.5146
S 2.4891 0.2062 0.9419
C 2.4650 -0.4319 2.5011
C 3.7581 -0.7324 3.0701
N 4.7935 -0.9534 3.5168
C 1.3294 -0.6733 3.2957
S -0.2556 -0.3580 2.8699
C 1.5342 -1.1985 4.6272
N 1.6741 -1.6220 5.6859
O -3.6585 1.5229 0.4614
C -2.4958 1.6714 0.1678
O -1.7348 0.7335 -0.3565
C -1.7988 3.0181 0.3119
P -0.0690 2.8095 0.8725
C 0.7140 4.3684 0.3304
C 1.0182 5.4248 1.1807
C 1.5879 6.5853 0.6713
C 1.8574 6.6994 -0.6840
C 1.5605 5.6448 -1.5382
C 0.9996 4.4850 -1.0302
C -0.1061 2.9229 2.6871
C 1.1156 2.8662 3.3598
C 1.1558 2.7949 4.7421
C -0.0286 2.7705 5.4700
C -1.2454 2.8244 4.8088
C -1.2869 2.9006 3.4218
H -2.3710 3.7054 0.9321
H -1.7397 3.4482 -0.6923
H 0.8107 5.3524 2.2411
H 1.8192 7.4027 1.3415
H 2.3009 7.6054 -1.0752
H 1.7743 5.7221 -2.5961
H 0.7842 3.6577 -1.6989
H 2.0436 2.8597 2.7967
H 2.1091 2.7427 5.2515
H 0.0011 2.6980 6.5489
H -2.1703 2.7945 5.3694
H -2.2482 2.9040 2.9249
O -0.0462 -1.9917 0.1942
P -0.3455 -2.6101 -1.1530
C -2.0480 -2.3631 -1.6360
C -2.4385 -2.2811 -2.9714
C -3.7723 -2.0735 -3.2878
C -4.7089 -1.9266 -2.2733
C -4.3207 -1.9899 -0.9426
C -2.9920 -2.2127 -0.6219
C 0.6555 -1.8844 -2.4505
C 1.6901 -2.5753 -3.0713
C 2.4971 -1.9284 -3.9995
C 2.2767 -0.5934 -4.2992
C 1.2420 0.1030 -3.6827
C 0.4301 -0.5404 -2.7649
C 0.0030 -4.3671 -1.1033
C 0.8279 -4.8519 -0.0914
C 1.1271 -6.2062 -0.0382
C 0.6058 -7.0703 -0.9898
C -0.2212 -6.5892 -1.9974
C -0.5261 -5.2391 -2.0533
H -1.7023 -2.3640 -3.7622
H -4.0777 -2.0085 -4.3236
H -5.7458 -1.7427 -2.5225
H -5.0442 -1.8355 -0.1546
H -2.6774 -2.2246 0.4134
H 1.8724 -3.6134 -2.8256
H 3.3020 -2.4668 -4.4811
H 2.9112 -0.0908 -5.0173
H 1.0673 1.1430 -3.9233
H -0.4004 -0.0042 -2.3086
H 1.2190 -4.1674 0.6498
H 1.7639 -6.5859 0.7495
H 0.8381 -8.1262 -0.9439
H -0.6340 -7.2675 -2.7321
H -1.1846 -4.8652 -2.8282

Properties
2S+1	5
LUMO energy (alpha / beta)	-0.211 / -2.323	eV
total energy	-90149.4964	eV
relative energy (zero: lowest compared OMol25 entry of this formula, charge and spin)	0.000	eV

=====

No. 2
The following is a quantum chemistry calculation of a 3-piece molecular cluster, CH10NO2 overall, from the Open Molecules 2025 dataset.

CARTESIAN COORDINATES (ANGSTROEM)
C 0.4313 -1.6732 0.1195
N -0.1070 -0.3976 -0.3253
H -0.1654 -1.9365 0.9501
H 0.5180 -2.2729 -0.7344
H 1.4792 -1.6195 0.3963
H 0.2808 0.2974 0.3872
H -1.1328 -0.3102 -0.1335
H 0.0597 0.0370 -1.2318
H 2.1130 1.7914 0.6276
H 2.2985 0.7455 1.7501
O 1.8328 0.9156 0.8809
H -2.7125 1.2643 -1.6130
H -2.7614 1.5184 -0.1361
O -2.1344 1.6403 -0.9376

Properties
charge	+1
LUMO energy	-3.409	eV
total energy	-6777.6140	eV
relative energy (zero: lowest compared OMol25 entry of this formula, charge and spin)	1.026	eV